DFT (ωB97M-V/def2-TZVPD) results for 11 unconnected molecules or ions with the total composition C50H129N7O22.

As for the HOMO energy: -8.370 eV. Its HOMO-LUMO gap is 8.7 eV.

ORCA input file:
```
! RIJCOSX wB97M-V def2-TZVPD def2/J DEFGRID3
* xyz 0 1
O 2.5544 -2.0019 3.7397
O 2.1591 -1.4363 -6.0186
H -9.3509 2.4907 2.7025
H 0.9631 -1.9818 -2.0986
H -1.3885 -4.5751 7.0123
C 2.6488 -0.6187 5.6869
C 3.8588 -4.5766 -6.5184
H -1.8075 3.2939 8.5282
C 0.5657 -8.3014 0.1843
C 1.6483 -3.0474 -0.6451
C -0.6515 -0.3555 2.7503
C 4.8482 7.3873 -4.0351
H 6.9665 -3.4260 -2.5233
N -0.6771 -1.7351 -3.6012
C 6.0715 -3.2972 -4.5412
H -4.1579 2.7009 3.0258
C 0.4683 -0.9329 -0.3645
O -0.3324 -3.8688 0.5497
H 2.2077 -2.7957 5.6636
O 6.9715 6.7770 -4.8177
H 3.9553 8.0245 -4.2572
C 0.1880 1.7136 3.3958
H -0.0926 2.4319 7.1818
H -6.1589 1.6657 1.2454
H -3.8943 -2.7390 3.4487
O -3.0280 -3.0566 3.6678
H -3.7964 0.3712 1.9462
H 4.0608 -1.8023 -0.9837
C -3.0716 -1.7202 -4.1619
H -4.3434 2.9205 1.1397
H 3.1067 -4.0281 -5.9491
O 4.0731 -0.5902 5.7138
H -1.3895 2.0019 5.3003
H -3.9986 -2.2202 -3.8961
C -2.0128 3.2195 7.4692
C 3.5528 6.0250 -2.7009
O -4.2794 0.3604 -0.0619
H -8.0943 0.4181 3.0763
O -4.9518 5.3612 1.1082
H -8.0163 4.9779 0.2387
O -0.2913 0.7518 -1.9337
H 0.8351 -1.0628 0.6494
C -3.9608 4.1300 6.4979
O -2.9983 -1.6119 -5.5430
C -0.4899 2.0102 -2.4969
O 1.3011 -5.0201 5.5832
C 3.7950 -3.3069 -8.4797
C 0.0202 -1.7109 -4.9124
H 2.4471 -3.4282 -1.3667
H -4.4302 5.1222 6.4020
H 1.1592 -8.7342 0.9614
H -9.4499 4.7502 1.1649
C 5.0889 -2.0144 -1.2812
H 3.6453 -4.1371 -9.1394
H -2.2394 -4.4840 -0.2495
H -0.0467 -4.2309 -1.5265
C -2.9738 0.6040 -0.4551
N 1.3077 -1.7654 -1.2030
H 0.9648 -5.1188 -0.4485
H 2.5106 4.6336 -1.5007
H 5.3829 7.1542 -6.0471
H -4.3419 5.2566 3.1318
H -2.4033 1.0801 0.3920
C 0.4092 2.5900 4.7034
C -4.3860 -0.2323 1.2170
H 3.3742 -5.3618 -7.1531
H -5.7563 4.2322 2.6242
H 2.8568 -2.8318 -8.1685
C -3.2214 -3.8010 4.8528
H -1.1024 1.7912 -3.3723
H -3.1082 -0.7367 -3.6908
C 5.8804 7.5095 -5.1239
H -0.2766 3.1874 0.3611
H 3.3881 0.1313 -6.1960
H -1.9775 -2.8339 -0.2846
H -1.9135 -8.4541 1.6153
H 8.3663 5.5328 -5.5025
H -2.3744 -0.2731 -0.5957
O -0.0189 -9.3525 -0.6024
H 5.2947 5.4294 -3.7343
H 3.9597 -1.1112 -5.0234
O 5.0901 -2.4079 -2.6308
H -1.1748 -7.1628 0.0658
H 2.5914 6.4908 -2.9962
N -0.8622 2.8498 5.3670
N 5.1527 -4.4575 -4.3213
N -6.3682 0.9921 1.9810
H -2.6776 3.9049 -0.1001
H 5.6640 -2.4314 -5.1030
H -6.4830 -0.9580 1.0834
H 4.2514 -6.1162 -5.0796
C 1.7761 -5.4517 3.2448
H -4.1728 -1.1189 -7.1411
H 2.3844 -0.4502 6.7271
C -0.7122 3.1744 6.7688
O -1.6654 -5.1481 6.2787
O -1.1211 -8.0433 1.8989
H 4.5190 -1.1336 5.0383
H -1.0729 0.1570 1.8779
C -0.6090 4.2402 0.6319
H 0.2857 -0.7507 2.4111
O 4.5198 4.1022 -1.8423
H 1.9769 -2.7022 3.3357
H -2.9554 1.1655 -1.4294
H 4.3612 -2.5615 -9.0384
C -1.8798 -2.4747 -3.5956
H 3.9640 6.6045 -1.8617
C 7.5879 6.1939 -5.9412
H 0.4153 2.5422 -2.8386
H -3.9388 3.5457 5.5756
H 5.6450 -5.6446 -5.9690
H 4.0252 2.8255 -0.1888
C -1.7580 -3.7037 0.3069
H -0.6186 -1.2091 -0.3617
C -0.4652 -7.4121 0.8214
H 1.6923 3.7427 2.0856
H 6.9427 -3.6821 -5.0113
C -7.8231 1.0432 2.2020
C 4.4452 2.8436 -1.1949
C 2.0816 -1.8639 5.0861
H 1.1746 1.5037 2.9616
C -1.8558 -4.3188 5.1510
H -0.4933 -1.0694 -5.6539
C -8.3630 4.6150 1.2176
H 6.8336 5.5783 -6.4774
H -0.0475 -10.2151 -0.1206
C 1.3668 4.7530 1.8647
C -3.9540 3.3230 2.1054
H 2.5880 -5.4518 2.5337
H 0.7348 -4.2793 5.3302
O -8.0457 3.2449 1.2147
H 2.2780 0.2049 5.0891
H -3.9344 0.1216 -5.9824
H -8.3229 0.6141 1.3234
H 4.1478 -1.2973 -6.7511
C -5.4015 6.7018 1.2640
C 0.5261 0.5678 -0.7793
C -2.1398 4.3335 0.8127
C -4.7422 4.6224 2.3220
H -5.8862 6.9671 0.3346
C 6.3922 -2.7679 -3.1688
C 1.4464 -1.2700 -4.7551
H 1.4575 -0.2239 -4.4834
H 5.6392 -1.0693 -1.2150
H 0.8701 3.5066 4.3717
H 2.9294 -6.0988 4.9195
H -5.0807 -1.3116 -5.5405
H -2.1625 -2.6781 -2.5614
H 5.4179 -2.8400 -0.6116
C 3.2291 4.6367 -2.3088
O -2.7326 4.3807 7.1296
C 4.7715 -5.2333 -5.4747
H -3.6453 -3.1287 5.6260
H -3.9269 -1.2248 1.3477
H 0.9666 -1.7640 5.0268
H -0.7461 -0.8235 -3.1837
H -0.0849 -2.6775 -5.3012
C 2.3054 -5.2366 4.6332
C -4.1298 -0.9849 -6.0484
C -8.2904 2.4945 2.4415
H 1.1288 -7.7010 -0.5303
O -0.0498 4.7613 1.8009
C -5.8286 -0.3173 1.7414
O 0.9339 -4.2810 3.0014
H 1.1369 -6.3550 3.1755
H -4.6260 3.5041 7.1472
H 2.8865 4.0976 -3.1946
O 4.5396 -3.7153 -7.3817
H -1.5718 -4.9840 4.3279
H 5.4487 2.3849 -1.0595
H 2.0588 -2.9988 0.3398
H -0.0269 -6.4713 1.0830
H -1.1461 -3.4829 5.2156
H -0.5076 2.2997 2.7434
H -1.8130 -3.4482 -4.0509
H 1.8302 5.0390 0.9162
H -1.0320 2.5749 -1.7429
H -2.2707 -3.5726 1.2693
H -2.6030 2.2738 7.3474
H 4.3513 -4.1281 -3.7975
H -7.6378 2.9201 3.2374
H -0.1738 4.1160 6.8799
H 1.5271 1.0089 -0.9174
H 7.0044 -1.8181 -3.1901
H 0.1403 1.1618 0.0500
H 8.1044 6.9768 -6.5816
H -2.0732 3.7748 2.7744
H 1.1148 2.0804 5.3780
H -7.9612 5.1781 2.0541
H 1.5790 5.4096 2.6946
H -2.4669 5.3430 1.0642
H -3.9314 -4.6350 4.6385
H 0.3756 -4.4059 2.2145
O -0.3897 0.5461 3.8262
H -4.5485 7.3639 1.4085
H 5.3453 7.7432 -3.1331
H 3.0561 -4.4327 4.6762
H -6.0981 6.8668 2.0825
H 3.9174 2.1469 -1.8522
N 4.4086 6.0022 -3.8208
N -2.5027 3.4743 1.9370
C 3.4508 -0.9181 -5.9912
H -1.3987 -1.1118 3.0885
H 6.1431 8.5716 -5.2665
H -0.3369 4.8559 -0.2478
C 0.5491 -4.1125 -0.5862
H 2.0082 -1.8117 -3.9650
H -5.7493 -0.8302 2.7228
*
```

DFT (ωB97M-V/def2-TZVPD) results for a molecular structure, C50H136CdN9O15.

As for the HOMO energy: -8.697 eV. Its HOMO-LUMO gap is 5.8 eV.

ORCA input file:
```
! RIJCOSX wB97M-V def2-TZVPD def2/J DEFGRID3
* xyz 1 1
C -1.2583 0.5645 -0.4837
H 3.0483 5.0179 0.5583
H 2.3045 2.1670 4.5181
O -6.0692 1.0016 0.1068
H 0.2399 2.4500 -2.0041
H 0.8907 -6.5639 -2.9651
H -7.5291 -0.2329 -0.5726
C -0.1460 -0.9572 -2.1868
O 1.6026 -7.6401 -0.7504
H -9.0702 1.2857 2.6090
H 0.9317 -5.2674 -1.6410
H 0.5300 -3.8265 -4.3442
C 3.3056 1.1526 6.0196
H -1.0388 -0.9394 -2.8119
H -0.4939 -0.8064 1.4470
O 4.7528 1.0238 -0.7316
H -1.7696 -0.3568 -0.2048
H 5.6005 -2.5832 -4.3347
H -8.4294 2.5102 0.7321
C -6.3777 -3.6171 0.0796
C -2.2390 4.7600 -1.1736
H 0.2923 4.9236 -1.1617
H -3.0928 -4.6505 -4.1346
H 2.5523 -4.7164 7.5180
C -7.4087 0.8407 -0.4279
H -0.0568 -2.6824 6.7454
H 0.8515 -2.9801 4.3161
H -0.3279 -8.0650 -1.4242
H -7.4340 0.7185 2.3077
O 5.2310 2.0193 7.2346
C -8.5032 1.4432 0.5219
H -3.9422 -2.7406 1.9026
H 6.4728 3.5291 6.5996
H -2.1862 0.6912 4.1802
H -3.0132 5.9345 1.1049
C 0.8965 0.5708 -8.0282
H -9.9964 0.2793 -0.1178
H 2.6041 3.6968 -2.2062
H 0.7232 -3.3761 8.0066
H 3.6929 1.3080 2.7768
H -4.8828 -0.2550 -1.1357
H 0.7638 0.0222 2.2804
C 1.0622 -2.3360 -0.4703
C 0.0187 3.7591 4.8736
H -3.3478 -0.3577 6.5644
H 3.4801 -1.3084 0.0762
N 3.4556 -0.5543 -2.7738
C 4.1196 -1.1554 -3.9260
H -5.3858 -5.9037 -1.0704
C 2.5687 4.3596 -6.9259
H -0.3680 0.4511 -5.6706
H -0.3362 -1.2471 -7.8248
H 2.6876 -2.1184 1.5172
H 0.5471 -1.1765 -2.9990
H 2.6502 0.0525 -2.8306
O 0.2937 -2.1756 -5.5437
C -5.6087 -3.9722 -1.2401
H 2.6469 1.3322 6.8693
H -5.8879 -3.1607 -1.9120
H 2.0980 -1.4555 -6.5921
H -1.9631 7.1289 0.4479
H 4.3028 3.1010 5.6099
H 2.0874 -3.1042 -4.6704
H 0.4110 0.8628 -8.9594
H 3.6909 -0.6932 7.2373
O 3.9868 -3.5802 -3.4205
H -1.9205 4.1248 -2.0002
C 1.6229 -3.8077 6.0800
H 1.1364 2.4203 -5.3203
H 2.2392 -2.9431 6.3265
H 0.0557 3.5449 -4.5368
Cd 3.7209 2.4566 0.1842
C 2.4755 5.9297 2.5334
H 0.1632 6.2354 -0.2616
H 2.0964 0.5832 4.5565
H -0.4039 -3.1233 -1.9275
H 0.9559 -3.2091 0.1736
C 0.2838 -7.2443 -1.0498
H 5.0204 1.9231 2.3880
H -4.0823 0.7877 -0.1149
H -6.1951 -4.1795 0.9953
H -7.4596 -3.5329 -0.0233
C 0.4538 -3.6168 6.9782
H -2.2917 -2.8221 2.1834
H 1.0768 1.4467 -7.4049
H -1.8226 6.2408 -3.6636
C -8.4427 0.7509 1.8960
H 1.1836 -3.9541 -5.9213
H -1.0220 1.1843 0.3812
H 2.1690 -4.1379 4.0158
C 1.3009 3.7962 2.8409
H 5.6050 -2.4917 -2.6684
N 2.8034 1.2985 4.6485
H 2.5838 3.4158 -7.4709
C -3.2307 -2.7236 2.7282
C -3.3798 -3.8971 -3.4010
N -6.0534 -5.3109 -1.5424
H -0.5227 -5.7164 -2.4984
H -0.3416 -7.6044 0.9500
H 0.1889 3.6227 5.9416
H -3.2040 4.3659 -0.8550
H -5.9659 -2.6501 0.3681
H 6.7896 2.9524 8.2071
H 4.0793 3.5111 -2.4911
H 1.8728 0.1362 -8.2426
C 4.5371 2.0964 5.9620
H 4.4207 0.7588 -4.9683
H -2.4133 7.6813 -2.7131
H 1.7724 3.5164 -4.1080
H -2.3852 -2.1264 5.2556
C 3.7573 -0.3491 6.2051
H 5.8634 0.2171 -4.1764
O -3.3526 -1.6070 3.5468
H 0.6252 -1.7309 2.3280
C -2.2934 -1.3578 4.4882
C 1.3972 -1.0099 0.3954
C 1.0651 3.4369 -4.9336
H -1.5056 4.0693 0.6947
H 0.4640 4.3129 2.3711
H 0.0515 4.0224 -7.3537
H -0.0995 0.7093 5.4726
C -0.2686 -6.7942 0.2245
O -3.3782 -4.5028 -2.1130
H 3.3012 6.4520 2.0502
C 2.8163 -1.2061 0.9347
H -1.2843 -6.4005 0.2628
H -3.7406 -2.7874 -0.9780
H 2.5676 6.1532 3.5963
C 6.5084 2.6243 7.2064
H -4.1906 0.1195 5.2190
H 7.3146 1.9165 7.0134
H 4.8554 -4.7523 -1.8990
H -3.3365 -3.6600 3.2761
H 0.9621 1.3099 -2.9001
H 3.2519 -0.4447 1.5817
C 0.5711 -0.8618 1.6724
H -8.8123 -0.2710 1.9803
H -5.7779 -5.4301 -2.5067
N 0.0752 5.2299 -0.2241
C -4.0988 -3.8132 -1.0647
C -1.9617 6.1382 0.9024
H -1.3865 -0.6560 -6.0286
H -4.9899 1.6086 -1.4289
H 5.1793 1.7006 5.1752
C -0.2423 -2.2055 -1.3621
C 0.4117 -6.1094 -2.0978
H -1.4810 6.1798 1.8798
H 3.3761 4.0444 2.8591
H -0.3524 4.7754 4.7407
C 1.2889 -3.9298 4.6242
N -9.8044 1.2699 -0.0721
H -1.1730 -2.1967 -0.7948
C -0.0076 0.3633 -1.3418
C 4.4998 -4.7878 -2.9288
O 2.4304 -4.8305 6.5727
H 3.0670 -1.3369 -2.2671
H 5.5420 0.6936 -0.3021
O 1.2703 3.7047 4.2551
C -1.3785 4.9661 0.0882
O 0.1077 4.7402 -6.7187
C 1.0919 -3.2595 -5.0863
H 1.6368 6.4420 2.0619
O -2.7664 5.9764 -1.7857
H -0.3414 -4.3541 6.8673
H -1.3236 -1.4778 4.0052
C 4.9736 -0.1399 -4.6949
H 3.4301 -1.5279 -4.6836
H 1.2046 -0.4777 -5.4153
H -2.7615 -3.0269 -3.6213
H 3.1366 -1.0126 5.6029
H 1.4605 -8.3525 -0.1228
N -3.4373 0.3513 5.8507
C -1.0050 0.3749 5.9788
H -4.3613 -3.6116 -3.7793
C -1.9325 6.7035 -2.6828
H -0.9789 6.9624 -2.2227
H -10.3108 1.5499 0.7557
H 2.6309 5.1699 -7.6523
H -1.2330 1.1766 6.6811
H 1.8969 -2.5110 -1.1491
H -0.8206 1.5112 -3.0771
H -3.7441 -4.3053 -0.1591
H -0.6441 -0.4463 6.5981
H 4.7953 -0.5297 5.9258
H -7.3842 1.2524 -1.4369
H 1.5167 5.5983 -5.5522
H 1.0700 2.8108 2.4362
C 0.2017 -0.5278 -7.2073
O 4.1039 1.8675 2.1178
H 5.2290 -0.6530 -5.6220
O 1.8370 1.4593 -0.0773
N -0.8527 0.0769 -6.4738
C 1.3457 4.6022 -5.9604
N 2.7304 4.1473 0.9596
C -2.2721 0.0686 5.0707
H 4.6010 0.4158 -1.4551
H -0.6979 3.0730 4.4221
C 1.1057 -1.2194 -6.2078
H 1.7942 4.1457 0.5806
H 3.5405 4.4577 -6.4420
C 2.5099 4.4384 2.3276
H 0.4422 -6.1339 0.7214
H 5.3183 -5.0192 -3.6104
C -4.9705 0.7592 -0.7461
C 4.9043 -2.4745 -3.5032
C 0.0149 1.4518 -2.3797
O 3.4366 3.4888 -1.7821
N 1.1803 0.1765 -0.5166
H -2.0916 1.0853 -0.9554
H 0.5375 -4.6901 4.4111
H 3.8459 -5.6597 -2.9398
*
```

Record-wise E values, in eV: -109404.1970; -102726.6080